{
  "formula": "C22H29N4O2PtS2",
  "method": "the ωB97M-V functional and the def2-TZVPD basis",
  "e_homo_ha": [-0.1115, -0.1122],
  "charge": -1,
  "orbital_gap_ev": [5.72, 5.74],
  "spin_multiplicity": 1,
  "relative_energy_ev": 1.6057,
  "lumo_ev": [2.68, 2.69],
  "species": ["Pt", "C", "C", "N", "C", "C", "C", "S", "N", "C", "O", "C", "C", "C", "C", "C", "C", "H", "H", "H", "H", "H", "H", "H", "H", "H", "H", "H", "H", "H", "H", "H", "C", "C", "N", "C", "C", "C", "O", "C", "C", "C", "C", "N", "C", "H", "H", "H", "H", "H", "H", "H", "H", "H", "H", "H", "H", "H", "H", "S"],
  "xyz": [[-0.1560, 1.6499, 0.7156], [4.7652, -1.7520, 3.0710], [4.7365, -0.2339, 2.9329], [4.0568, 0.2034, 1.7255], [4.8889, 0.5101, 0.5783], [5.3674, 1.9576, 0.5783], [2.7014, 0.3369, 1.7118], [1.9850, 0.9411, 0.2749], [2.0965, 0.0270, 2.8501], [0.7728, -0.2278, 2.8924], [0.0166, -0.4336, 1.9296], [0.2145, -0.3379, 4.2757], [-1.1691, -0.3501, 4.4334], [-1.7278, -0.4459, 5.6944], [-0.9105, -0.5417, 6.8117], [0.4686, -0.5325, 6.6614], [1.0305, -0.4247, 5.4003], [5.2865, -2.0494, 3.9830], [5.2748, -2.2105, 2.2216], [3.7464, -2.1333, 3.1123], [5.7536, 0.1649, 2.8890], [4.2383, 0.2108, 3.7935], [4.3245, 0.3023, -0.3298], [5.7388, -0.1786, 0.5995], [4.5108, 2.6264, 0.5118], [6.0248, 2.1468, -0.2719], [5.9183, 2.1859, 1.4927], [-1.7808, -0.2718, 3.5443], [-2.8047, -0.4405, 5.8108], [-1.3485, -0.6183, 7.7996], [1.1082, -0.6046, 7.5329], [2.1023, -0.4042, 5.2644], [-7.5050, 1.6019, 1.0985], [-7.3740, 0.1811, 0.5660], [-5.9926, -0.1748, 0.2563], [-5.3403, -1.1261, 1.1405], [-5.0601, -0.5756, 2.5329], [-5.4868, 0.3130, -0.9126], [-6.1981, 0.9378, -1.6914], [-4.0497, 0.0772, -1.2332], [-3.6978, -0.2687, -2.5375], [-2.3566, -0.4525, -2.8323], [-1.4194, -0.2742, -1.8261], [-1.7360, 0.0977, -0.5899], [-3.0240, 0.2757, -0.3157], [-8.5488, 1.8297, 1.3214], [-7.1506, 2.3121, 0.3541], [-6.9205, 1.7351, 2.0087], [-7.9701, 0.0721, -0.3420], [-7.7397, -0.5413, 1.2983], [-4.4215, -1.4677, 0.6712], [-5.9927, -2.0049, 1.2253], [-4.4193, 0.3056, 2.4980], [-4.5606, -1.3339, 3.1372], [-5.9866, -0.2968, 3.0370], [-4.4696, -0.3727, -3.2879], [-2.0357, -0.7264, -3.8289], [-0.3596, -0.4237, -2.0105], [-3.2337, 0.6145, 0.6931], [-0.8101, 3.6160, 0.2629]],
  "forces_ev_per_a": [[0.5, 0.0, 0.5], [0.0, 0.1, 0.0], [0.0, -0.1, 0.1], [-0.1, -0.1, 0.0], [0.0, 0.1, -0.1], [0.0, 0.0, 0.0], [0.1, 0.0, -0.1], [0.2, 0.2, -0.4], [-0.3, 0.0, 0.3], [0.5, 0.1, -0.3], [-0.3, 0.1, 0.1], [-0.2, -0.1, 0.2], [0.1, 0.0, -0.1], [-0.1, 0.0, 0.1], [0.0, 0.0, 0.1], [0.0, 0.0, 0.1], [0.0, 0.0, -0.1], [0.0, 0.0, 0.0], [0.0, 0.0, 0.0], [0.0, 0.0, 0.0], [0.0, 0.0, 0.0], [0.0, 0.0, 0.0], [0.0, 0.0, 0.0], [0.0, 0.0, 0.0], [0.0, 0.0, 0.0], [0.0, 0.0, 0.0], [0.0, 0.0, 0.0], [0.0, 0.0, 0.0], [0.0, 0.0, 0.0], [0.0, 0.0, 0.0], [0.0, 0.0, 0.0], [0.0, 0.0, 0.0], [0.0, 0.0, 0.0], [0.0, 0.0, 0.0], [-0.1, 0.1, 0.0], [0.0, -0.1, 0.0], [0.0, 0.0, 0.0], [-0.2, 0.0, 0.0], [0.1, -0.1, 0.0], [0.3, -0.1, -0.2], [0.1, 0.1, 0.2], [-0.2, 0.0, -0.1], [0.1, 0.0, 0.1], [-0.5, -0.5, -0.4], [0.0, 0.0, 0.1], [0.0, 0.0, 0.0], [0.0, 0.0, 0.0], [0.0, 0.0, 0.0], [0.0, 0.0, 0.0], [0.0, 0.0, 0.0], [0.0, 0.0, 0.0], [0.0, 0.0, 0.0], [0.0, 0.0, 0.0], [0.0, 0.0, 0.0], [0.0, 0.0, 0.0], [0.0, 0.0, 0.0], [0.0, 0.0, 0.0], [0.0, 0.0, 0.0], [0.0, 0.0, 0.0], [-0.1, 0.2, 0.0]]
}